Entry 1:
The following is a quantum chemistry calculation of a 14-piece molecular cluster, C49H126N7O42P7 overall in a non-equilibrium geometry, from the Open Molecules 2025 dataset.

Structure (XYZ):
```
231
Properties=species:S:1:pos:R:3:forces:R:3
C 4.72707 -6.41127 -0.02108 -0.257 0.296 -0.288
C 3.88097 -5.90914 1.12863 -1.042 -0.403 -1.748
O 4.70529 -5.35088 2.06842 1.681 0.995 3.986
P 4.15448 -5.33637 3.60560 1.761 -1.663 -0.135
O 5.07600 -4.77005 4.62909 -1.299 -0.489 -1.500
O 3.85095 -6.95564 3.79010 -1.123 2.929 -0.086
C 4.85450 -7.78890 4.29544 1.201 -1.759 -0.927
C 4.73995 -9.13967 3.47016 -0.763 0.554 1.613
O 2.72341 -4.67877 3.43514 -0.067 -3.297 -0.056
C 2.41623 -3.43174 3.88812 1.918 3.357 -0.432
C 3.29059 -2.45377 2.99874 -0.979 0.449 0.194
H 5.36758 -5.60697 -0.38294 0.009 -0.012 -0.002
H 5.37000 -7.24605 0.25797 -0.133 -0.058 0.114
H 4.05758 -6.70451 -0.82972 0.087 -0.164 -0.028
H 3.25244 -5.06562 0.84312 -0.567 -0.421 -0.680
H 3.27781 -6.71801 1.54097 -0.120 0.047 -0.095
H 5.84984 -7.35771 4.18831 0.033 0.179 -0.306
H 4.74359 -7.91669 5.37222 -0.337 -0.333 -0.032
H 4.69734 -9.02043 2.38754 0.469 0.302 0.134
H 5.43619 -9.91104 3.79931 0.443 0.315 -0.225
H 3.77680 -9.57000 3.74452 -0.261 0.052 -0.073
H 1.35111 -3.21015 3.82080 0.026 -0.296 -0.377
H 2.69413 -3.27394 4.93022 0.098 -0.231 0.126
H 3.03095 -2.48322 1.94053 -0.847 0.040 -0.050
H 3.18106 -1.43291 3.36476 0.024 0.121 -0.134
H 4.35563 -2.65614 2.88554 0.109 -0.426 1.040
C 3.67998 1.24538 1.77507 0.224 0.672 -0.239
C 5.19901 1.41197 1.89707 -0.902 -0.496 1.089
O 5.66465 1.57937 0.56943 1.980 -0.800 -1.422
P 6.84603 0.65600 -0.06937 -0.303 -0.228 0.838
O 7.28142 1.05974 -1.42178 -0.809 -0.407 0.794
O 8.01883 0.72939 1.03538 -1.512 0.072 -1.304
C 9.26528 0.04836 0.81778 1.227 0.571 2.039
C 10.43903 1.06669 0.67705 -0.747 -0.309 -1.293
O 6.27029 -0.86959 0.12325 0.582 1.084 -0.452
C 5.35704 -1.38603 -0.87190 -0.509 -0.197 -0.696
C 5.06697 -2.84829 -0.72087 0.412 -0.859 0.461
H 3.08715 1.39637 2.67721 0.369 0.017 0.240
H 3.40215 2.03498 1.07690 -0.407 -0.036 -0.010
H 3.39251 0.29302 1.32957 0.264 -0.048 -0.013
H 5.51588 2.28241 2.47154 -0.343 0.245 -0.108
H 5.63973 0.57035 2.43144 0.235 -0.289 -0.403
H 9.37088 -0.41871 1.79696 0.318 -0.547 -0.207
H 9.25697 -0.72534 0.05004 -0.274 0.304 -0.146
H 10.57611 1.21675 -0.39384 0.152 0.269 -0.066
H 10.20609 2.04593 1.09527 -0.182 -0.232 0.234
H 11.40236 0.73125 1.06121 -0.266 -0.307 0.223
H 4.38233 -0.90114 -0.81800 0.201 0.574 0.135
H 5.74780 -1.28318 -1.88424 0.249 0.545 0.115
H 4.64749 -3.11341 0.24961 -0.045 0.072 0.070
H 4.37261 -3.16892 -1.49751 -0.197 0.265 -0.014
H 5.94129 -3.47987 -0.87824 0.246 0.161 0.132
C -5.60308 3.97395 -3.70094 -0.258 -0.582 -0.318
C -5.39650 3.93952 -2.21466 0.732 0.027 -0.378
O -5.95124 5.12434 -1.66899 -0.292 0.925 0.719
P -6.32968 5.20149 -0.12530 0.367 1.690 -0.629
O -7.63734 4.63149 0.19829 0.398 -0.403 0.467
O -4.98810 4.58888 0.52903 -0.766 0.772 -0.712
C -5.14416 3.60943 1.52137 0.339 -1.101 1.954
C -3.90240 2.73191 1.66283 -0.069 0.211 -0.973
O -6.22877 6.80193 0.16577 -0.046 -0.955 -0.140
C -7.30795 7.48173 0.84736 -0.638 0.705 0.750
C -7.55458 8.91364 0.34972 0.604 -0.690 -1.216
H -5.23168 4.89530 -4.14958 -0.234 0.103 0.149
H -5.04310 3.15948 -4.16048 0.067 -0.161 0.015
H -6.65269 3.79192 -3.93179 -0.001 0.338 -0.201
H -5.84417 3.05674 -1.75814 0.009 -0.089 -0.009
H -4.32080 3.95619 -2.03946 0.042 -0.194 0.407
H -5.28574 4.06750 2.50026 -0.496 0.310 -0.037
H -6.00698 2.98491 1.28982 -0.050 0.031 0.059
H -3.54049 2.63960 0.63882 0.294 -0.598 -0.066
H -3.07311 3.12871 2.24843 -0.239 0.363 0.100
H -4.18237 1.76709 2.08571 0.055 -0.052 -0.115
H -8.23183 6.92149 0.70356 0.110 -0.092 -0.022
H -7.15534 7.54561 1.92473 0.583 -0.494 0.061
H -8.20247 9.50658 0.99530 -0.330 -0.493 -0.063
H -6.68309 9.54690 0.18366 0.418 -0.390 0.271
H -7.95836 8.73378 -0.64663 -0.469 0.718 -0.052
C -1.58467 9.63350 3.09086 -0.188 -0.816 0.072
C -1.74249 8.40017 4.06411 0.160 1.437 -1.266
O -1.73069 7.12836 3.42314 2.072 -1.268 -1.747
P -0.51576 6.71682 2.34501 -0.640 1.137 0.729
O 0.83389 7.33578 2.63794 -2.564 -1.108 -0.856
O -0.54922 5.08983 2.42986 -0.292 1.550 -0.488
C -0.10927 4.47332 3.68226 -0.018 -0.549 0.306
C 0.46857 3.08898 3.39914 -0.080 0.740 -1.074
O -1.23921 7.19568 0.92395 3.588 -0.957 2.852
C -2.51646 6.71244 0.57216 0.261 -0.005 -0.820
C -2.38703 6.13884 -0.83048 -2.072 -0.468 -0.497
H -1.58241 10.59332 3.60742 -0.314 -0.186 0.370
H -0.66816 9.66037 2.50148 0.154 -0.505 0.159
H -2.40825 9.61433 2.37711 -0.094 0.135 0.013
H -0.93666 8.43641 4.79721 -0.405 -0.057 0.357
H -2.77263 8.39707 4.42034 0.380 0.445 0.800
H 0.59561 5.16006 4.15092 0.055 -0.235 0.125
H -0.97501 4.29361 4.31968 -0.177 0.651 0.021
H 1.20872 3.20536 2.60747 0.269 -0.268 0.191
H 0.90428 2.60867 4.27524 -0.039 0.234 -0.006
H -0.32559 2.46686 2.98639 -0.070 -0.138 0.130
H -2.85488 5.97832 1.30335 -0.335 0.106 -0.208
H -3.10845 7.62763 0.58064 -0.599 -0.390 -0.037
H -2.24269 5.06075 -0.90114 0.870 -0.015 0.400
H -3.39518 6.16752 -1.24388 -0.367 0.284 -0.161
H -1.80444 6.69844 -1.56229 0.389 0.073 0.511
C -4.05955 -4.43079 2.49494 0.088 0.031 -0.212
C -3.35264 -3.58445 3.54971 -0.987 -0.218 -0.306
O -4.03270 -2.31282 3.62649 0.194 1.598 0.718
P -3.55010 -1.22548 4.74626 -0.797 -0.578 0.897
O -3.76044 -1.67229 6.14778 0.519 0.467 -1.705
O -4.34968 0.13991 4.36567 1.039 -0.852 -0.112
C -5.75606 0.04103 4.13738 -1.195 0.079 -0.087
C -6.61912 1.05070 4.93968 1.942 -0.611 -0.102
O -2.02362 -0.88219 4.37855 -2.331 -0.956 1.877
C -1.70459 -0.35608 3.15233 1.621 0.700 -1.734
C -0.24556 -0.76427 2.91687 -0.260 1.126 -1.081
H -5.07982 -4.76219 2.68809 -0.038 0.375 0.659
H -4.11291 -3.86990 1.56185 0.307 -0.127 -0.126
H -3.50543 -5.36004 2.36248 0.276 0.082 -0.235
H -3.41638 -4.06328 4.52683 0.387 0.052 0.051
H -2.33451 -3.37467 3.22184 0.158 -0.270 0.244
H -5.95231 0.13395 3.06923 0.205 0.033 -0.145
H -6.06471 -0.96134 4.43421 -0.241 -0.011 -0.068
H -6.35877 0.79160 5.96593 -0.960 0.000 0.310
H -6.28581 2.08523 4.85754 -0.035 0.024 -0.530
H -7.65284 0.94404 4.61082 0.023 -0.036 0.508
H -2.29468 -0.63704 2.28001 -0.433 -1.018 0.207
H -1.89956 0.71606 3.12795 0.601 0.357 0.487
H -0.13973 -1.78696 2.55492 -0.160 -0.142 0.347
H 0.08487 -0.13528 2.09026 0.389 0.067 -0.157
H 0.42131 -0.55255 3.75266 -0.254 -0.139 0.121
C 1.43406 -3.33499 -3.09646 1.145 -0.723 0.420
C 0.91932 -3.65310 -1.71297 -0.758 1.000 0.029
O 1.53079 -4.78203 -1.12186 -0.277 -2.701 0.060
P 0.62755 -6.11818 -0.82733 -0.010 1.037 0.327
O 1.38421 -7.25427 -0.25318 -0.581 1.164 -0.972
O -0.54216 -5.53264 0.15730 1.347 -0.831 -2.928
C -0.25032 -4.67763 1.24080 -2.875 0.363 1.923
C -0.09783 -5.57274 2.45344 1.950 -0.300 -0.548
O -0.17428 -6.35516 -2.23107 -0.001 1.564 3.189
C 0.48603 -6.64749 -3.42634 -0.419 -3.126 -0.549
C 0.38565 -8.22461 -3.52061 1.134 0.781 -1.122
H 1.10171 -2.35159 -3.42899 0.221 -0.040 0.029
H 2.51081 -3.40313 -2.94131 0.301 0.741 -0.494
H 1.26152 -4.08939 -3.86405 -0.629 0.022 0.114
H 1.23704 -2.87884 -1.01463 -0.372 0.549 -0.317
H -0.16819 -3.72154 -1.74000 -0.148 -0.133 0.400
H 0.43495 -3.83313 1.16788 0.892 -0.673 -0.664
H -1.19907 -4.15455 1.36064 -0.230 0.263 -0.139
H -0.01017 -5.03832 3.39939 -0.284 -0.117 -0.034
H -0.76229 -6.43679 2.45466 -0.554 0.554 0.112
H 0.86661 -6.03531 2.24372 0.307 -0.254 0.648
H -0.08606 -6.16542 -4.21907 0.108 -0.021 -0.071
H 1.53062 -6.34252 -3.48894 -0.019 0.157 0.330
H 0.94108 -8.52614 -4.40868 -0.068 -0.120 -0.292
H 0.91822 -8.72500 -2.71186 -0.186 0.372 0.323
H -0.61532 -8.64547 -3.61573 -0.101 0.473 0.171
C -2.81032 -2.98337 -5.45410 0.009 -0.263 -0.321
C -3.51057 -2.29708 -4.29944 0.089 0.506 -0.235
O -2.80148 -2.52487 -3.05852 -0.366 -0.230 1.939
P -3.53013 -2.90808 -1.62275 -1.523 1.151 -2.024
O -2.69038 -2.84703 -0.41937 0.158 0.228 -0.762
O -4.89840 -1.94860 -1.58142 2.130 -2.133 -0.211
C -4.73065 -0.55157 -1.41510 -0.517 0.936 1.076
C -6.01784 -0.01776 -0.70682 0.819 0.349 -0.702
O -4.16232 -4.31288 -1.98067 -1.784 3.074 0.329
C -3.51023 -5.49256 -1.79399 0.703 -2.633 0.365
C -3.14256 -6.08875 -3.11166 0.951 -0.645 -0.473
H -1.75422 -2.74262 -5.57573 0.023 0.112 0.371
H -2.90767 -4.06803 -5.40783 0.069 -0.019 0.261
H -3.27723 -2.70999 -6.40033 -0.197 0.237 0.046
H -3.52831 -1.21382 -4.41910 0.182 0.050 -0.186
H -4.55990 -2.59203 -4.30448 0.025 -0.380 0.575
H -3.89830 -0.25583 -0.77648 0.201 -0.689 0.628
H -4.37235 -0.08956 -2.33503 -0.948 0.147 -0.531
H -5.82437 1.00912 -0.39670 -0.003 0.161 -0.030
H -6.92370 -0.00370 -1.31290 0.164 -0.207 -0.180
H -6.22392 -0.57190 0.20891 0.206 -0.246 -0.144
H -2.70679 -5.39449 -1.06394 0.237 -0.077 -0.196
H -4.20325 -6.25171 -1.43136 -0.359 0.394 0.753
H -2.35607 -5.55555 -3.64574 -0.168 0.175 -0.089
H -2.75359 -7.08758 -2.91384 0.100 -0.093 -0.053
H -4.03466 -6.22685 -3.72254 0.029 0.269 -0.115
C 0.41681 -0.14845 -6.24786 0.372 0.473 -0.036
N 0.74427 -0.07234 -7.71229 0.075 -2.196 -1.236
O -0.20767 -0.35630 -8.45422 1.309 1.097 0.645
O 1.92878 -0.02621 -8.08350 -1.980 0.542 0.798
H -0.14263 0.73423 -5.93801 0.254 0.079 -0.177
H 1.37234 -0.23797 -5.73108 -0.283 0.019 0.169
H -0.26487 -0.99092 -6.13103 0.353 -0.024 -0.050
C 3.98226 6.53784 3.35819 0.264 0.353 -0.554
N 3.60853 5.18773 2.84005 -0.648 -1.050 1.842
O 3.22942 4.34970 3.67702 0.567 1.154 -0.747
O 3.65485 4.96638 1.66296 0.113 0.202 -0.734
H 4.59387 7.01476 2.59230 0.048 -0.185 0.105
H 4.51786 6.44536 4.30300 -0.283 -0.166 -0.155
H 3.06582 7.12297 3.43473 -0.119 -0.261 0.187
C 1.22370 5.18931 -1.02266 -0.698 0.604 0.731
N 1.79800 5.14940 -2.37408 -0.138 0.351 -0.927
O 1.01664 4.98574 -3.32983 1.660 0.137 1.279
O 3.00987 5.35491 -2.42950 -1.395 -0.526 -0.678
H 0.16001 5.42026 -1.08032 0.157 -0.293 -0.207
H 1.70859 6.02203 -0.51319 0.168 -0.308 0.105
H 1.38154 4.24875 -0.49489 0.193 0.004 -0.214
C -1.51006 3.26491 -4.26636 -0.001 0.307 -0.366
N -1.97325 2.06317 -3.50899 -1.082 -0.226 -1.050
O -2.09588 0.98766 -4.11338 0.450 1.307 0.937
O -2.29102 2.26407 -2.35526 0.120 -0.566 0.058
H -1.61209 4.13734 -3.62095 0.766 -0.390 0.221
H -2.14875 3.51736 -5.11279 -0.288 -0.842 -0.062
H -0.52363 3.01513 -4.65709 0.104 0.411 0.359
C 5.02985 -0.99760 -6.14440 1.000 1.013 -0.739
N 4.86270 -1.42923 -4.76983 -1.433 -0.921 2.993
O 3.86965 -1.04291 -4.11017 1.603 -0.377 -1.457
O 5.67932 -2.22665 -4.30261 -0.743 1.025 -0.838
H 4.75149 0.04704 -6.28349 -0.534 -0.195 0.359
H 4.46052 -1.64098 -6.81523 0.174 -0.031 0.182
H 6.10994 -1.01855 -6.28956 -0.182 -0.474 -0.429
C 4.06910 2.25635 -2.41786 0.593 0.068 -0.003
N 3.18041 1.94958 -3.54518 -2.068 -0.560 2.140
O 3.62400 1.94858 -4.63531 0.873 0.021 -2.380
O 1.99983 1.70441 -3.27303 0.353 0.114 -0.224
H 3.62904 3.10757 -1.89837 0.361 -0.066 -0.065
H 5.02542 2.43474 -2.90954 0.031 0.256 0.638
H 4.12281 1.40320 -1.74158 -0.172 -0.012 -0.172
C -0.20617 -0.26008 -1.01796 -0.885 -0.142 -0.098
N 1.11282 0.37015 -0.73005 -1.275 -0.469 -0.087
O 2.07730 -0.34499 -0.75062 0.836 -0.815 -0.216
O 1.12316 1.52907 -0.44643 0.010 1.566 0.370
H -0.16479 -0.76234 -1.98446 0.215 -0.219 0.291
H -1.03414 0.44819 -1.04841 0.536 0.484 -0.051
H -0.45171 -0.92251 -0.18791 0.363 -0.391 -0.242
```
Forces are in eV/Å.

Results
- LUMO level (eV) = -0.6482
- HOMO energy (eV) = -10.281
- electronic energy (Eh) = -7875.44241
- charge = 0

Results of the Löwdin charge analysis, in e, for atoms 1 through 2: -0.04 -0.35

Entry 2:
The following is a quantum chemistry calculation of C26H16BrN3O3Ru as an isolated structure, from the Open Molecules 2025 dataset.

Structure (XYZ):
```
50
Properties=species:S:1:pos:R:3:forces:R:3
Ru 0.01725 -0.15361 0.11011 0.904 -0.008 -0.344
Br 1.27694 -7.46470 -0.19054 -0.007 -0.004 -0.004
C 0.69975 -5.67411 -0.30581 0.007 -0.024 0.007
C -0.40834 -5.34896 -1.09130 -0.001 0.012 0.015
C -0.82843 -4.04205 -1.18701 -0.003 -0.016 -0.053
C -0.16061 -3.01753 -0.51003 0.167 0.105 0.080
O -0.61425 -1.77802 -0.68597 -0.482 0.040 -0.068
C 0.94356 -3.35072 0.30553 -0.030 0.048 -0.016
C 1.67106 -2.40325 1.10331 0.002 -0.115 0.120
N 1.36815 -1.16250 1.24934 0.043 0.202 -0.070
C 2.16173 -0.25948 2.02161 -0.158 -0.062 -0.015
C 3.34079 -0.54725 2.64935 0.099 0.008 0.078
C 4.03789 0.45302 3.36021 0.000 -0.061 -0.003
C 3.55202 1.72388 3.44731 -0.028 0.051 -0.037
C 2.32751 2.05299 2.81945 0.033 0.012 0.071
C 1.74579 3.34044 2.86937 0.037 -0.021 0.004
C 0.55079 3.57777 2.25212 -0.039 0.016 0.035
C -0.06190 2.53797 1.54137 -0.012 -0.033 0.071
N 0.46404 1.33141 1.45792 0.084 0.113 0.104
C 1.64422 1.05739 2.10700 -0.132 -0.033 -0.054
C 1.36259 -4.69242 0.38289 0.016 0.012 -0.010
H -0.93306 -6.12793 -1.62720 0.003 -0.004 -0.001
H -1.67979 -3.77437 -1.79789 0.012 -0.002 -0.010
H 2.52853 -2.80044 1.64146 -0.028 -0.026 -0.003
H 3.76923 -1.53895 2.61019 0.013 0.012 -0.021
H 4.97338 0.19828 3.83827 0.001 -0.014 -0.010
H 4.09565 2.49015 3.98364 -0.022 0.002 0.022
H 2.25908 4.13164 3.40117 0.000 -0.006 0.012
H 0.08107 4.54959 2.28441 -0.009 -0.006 -0.013
H -0.99907 2.69113 1.02111 0.037 0.017 -0.054
H 2.21683 -4.94577 0.99785 -0.006 -0.002 0.006
O 2.02982 2.68006 -1.41074 0.091 -0.144 -0.162
C 1.25967 1.76122 -1.36832 -0.175 0.203 -0.127
O 1.54044 0.55619 -0.87693 -0.279 0.030 0.399
C -0.17111 1.89018 -1.85062 0.040 -0.114 0.035
C -0.53981 2.75727 -2.88735 0.068 0.044 0.091
C -1.83743 2.73325 -3.30912 -0.067 -0.021 0.008
C -2.77304 1.87658 -2.68363 0.016 0.059 -0.023
C -4.13136 1.81402 -3.07665 -0.015 0.013 -0.009
C -5.00013 0.98964 -2.42476 -0.002 -0.006 0.001
C -4.55536 0.19472 -1.34426 0.004 0.014 -0.019
C -3.25056 0.22725 -0.94485 0.018 -0.027 0.034
C -2.33451 1.06229 -1.61691 0.105 0.127 0.020
N -1.01949 1.09068 -1.23683 -0.303 -0.346 -0.053
H 0.20985 3.40442 -3.31867 0.004 -0.017 -0.021
H -2.16638 3.36761 -4.12283 -0.004 0.000 0.000
H -4.46585 2.43416 -3.89849 0.003 -0.002 -0.002
H -6.03646 0.94185 -2.72954 -0.002 0.007 0.006
H -5.25993 -0.44719 -0.83293 0.006 -0.004 0.006
H -2.90077 -0.38778 -0.12579 -0.011 -0.028 -0.023
```
Forces are in eV/Å.

Results
- expectation value of S² = 0.7550
- LUMO level (alpha / beta) (eV) = -4.0207 / -4.4407
- 2S+1 = 2
- energy relative to the best compared isomer or geometry (same formula, charge and spin) (eV) = 0.000
- HOMO energy (alpha / beta) (eV) = -11.031 / -11.068
- electronic energy (Eh) = -4059.15479
- charge = +1

Results of the natural (NBO) charge analysis, in e, for atoms 1 through 2: 1.19 0.10